Formula: C42H42GeN5Si2Ti
Source: the Open Molecules 2025 dataset
Level of theory: wB97M-V/def2-TZVPD

Summary:
- relative energy (zero: lowest compared OMol25 entry of this formula, charge and spin) (kcal/mol) = 51.6
- HOMO-LUMO gap (spin up / spin down) (eV) = 6.491 / 6.208
- net charge = +1

The geometry in XYZ format:
```
93
Properties=species:S:1:pos:R:3:forces:R:3
Ti -0.8828 -0.3513 -0.0552 0.6084 1.7181 -0.0223
N -2.4756 0.2594 3.9086 -0.2291 0.0010 -0.5851
C -2.5060 0.2292 2.5758 -0.5303 0.3926 0.7041
N -1.6940 -0.4743 1.8447 0.2686 -0.0625 0.4233
C -0.7812 -1.3552 2.4782 -0.0742 -0.4798 -0.4943
N -0.1543 -2.2128 1.7465 0.3921 -0.4671 1.2118
N -0.4477 -2.0588 0.4288 -0.4996 -1.6061 -0.5135
C -1.0170 -3.0840 -0.2648 0.2852 -0.3171 0.5451
C -2.1236 -2.6720 -0.9911 -0.3697 0.1066 -0.1257
C -3.0868 -3.5291 -1.5944 0.2388 0.1446 -0.0235
C -4.3025 -3.0269 -1.9403 0.1302 0.2193 0.1355
C -4.5781 -1.6540 -1.7222 0.1104 0.0605 0.0969
C -3.5851 -0.8475 -1.2465 -0.7000 0.2695 -0.3140
N -2.3602 -1.3012 -0.9113 -1.2707 -1.3599 -0.8050
C -0.6499 -1.3004 3.9167 -0.2489 0.1760 0.5551
C 0.2793 -2.0664 4.6223 -0.2882 0.1430 -0.0191
C 0.3328 -1.9795 5.9978 0.0142 -0.1125 -0.0812
C -0.5390 -1.1467 6.6915 -0.0468 0.1477 -0.1592
C -1.4721 -0.3838 6.0130 0.0487 -0.0414 -0.0491
C -1.5268 -0.4632 4.6275 0.6024 -0.5259 0.0676
H -3.1316 0.8320 4.4237 0.0279 -0.0135 -0.2390
H -3.2848 0.8133 2.0921 0.2275 0.0040 0.1334
H -0.7794 -4.1116 -0.0301 0.0313 -0.0303 -0.0342
H -2.8414 -4.5722 -1.7103 0.0000 -0.1379 -0.0620
H -5.0659 -3.6508 -2.3779 -0.0289 -0.1543 0.0036
H -5.5500 -1.2518 -1.9532 -0.0625 0.1173 -0.0216
H -3.7540 0.2258 -1.1194 0.0645 -0.2590 -0.0959
H 0.9447 -2.7105 4.0727 0.1273 -0.0406 -0.0898
H 1.0593 -2.5642 6.5398 0.0637 -0.0555 0.0516
H -0.4815 -1.0869 7.7664 -0.0262 0.0050 0.1215
H -2.1562 0.2614 6.5462 -0.0387 0.0499 0.0512
C -2.9043 -1.9743 -4.7622 0.5917 -0.0785 0.2160
Si -1.0357 -1.9535 -4.3476 -0.0608 0.1062 -0.0559
C -0.3086 -3.7085 -4.1099 -0.3006 0.5687 -0.1193
C -0.0760 -0.7957 -5.5138 -0.2878 -0.3955 0.6688
C 0.1752 -0.7951 -6.8715 0.1203 0.0666 -0.3119
C 0.9345 0.2286 -7.4212 -0.1158 -0.2233 -0.1402
C 1.4458 1.2376 -6.6220 0.0351 0.1787 0.2136
C 1.1933 1.2476 -5.2574 0.1709 0.2832 -0.0988
C 0.4330 0.2359 -4.7023 -0.4022 -0.3778 0.6496
Si -0.0835 -0.2585 -2.9351 0.9254 0.4880 -1.5125
C 1.5529 -0.6550 -1.9966 -0.7152 -0.0747 0.4321
C -0.9897 1.2774 -2.1513 0.3918 -0.7700 0.3156
H -3.3530 -2.9198 -4.4793 -0.0588 -0.1565 0.1062
H -3.0548 -1.8600 -5.8312 0.1399 0.0821 -0.2377
H -3.4540 -1.1782 -4.2674 0.0142 0.1004 0.0446
H 0.5878 -3.8290 -4.7095 0.1657 0.0482 -0.1308
H -1.0144 -4.4755 -4.4155 -0.1552 -0.0957 -0.0624
H -0.0323 -3.9000 -3.0764 -0.0189 0.0515 0.1696
H -0.2154 -1.5847 -7.4958 -0.0113 -0.0612 -0.1847
H 1.1304 0.2419 -8.4812 0.0406 -0.0155 -0.1626
H 2.0438 2.0221 -7.0632 0.0265 0.0498 -0.0453
H 1.5908 2.0413 -4.6388 0.0767 0.0794 0.0149
H 1.9768 0.2238 -1.5078 -0.0419 0.0081 -0.0296
H 2.2844 -0.9833 -2.7308 -0.1150 -0.1589 -0.2822
H 1.4469 -1.4618 -1.2600 0.1764 0.1470 -0.0682
H -1.7634 1.6140 -2.8416 -0.1701 -0.2478 0.0860
H -0.2994 2.1091 -1.9930 0.0574 -0.1725 0.1212
H -1.4938 1.0409 -1.1920 -0.5358 1.1927 -0.6455
C -1.5755 4.4540 3.2115 -0.0822 0.0272 0.0456
C -2.1262 3.6667 2.2151 -0.2701 0.0836 -0.0739
C -1.3519 2.6877 1.6190 0.0710 -0.0657 -0.2422
C -0.0339 2.4606 1.9984 -0.0954 -0.4211 -0.3362
C 0.5089 3.2852 2.9754 0.1519 -0.0815 -0.0081
C -0.2509 4.2692 3.5808 -0.0264 0.1173 0.0837
Ge 0.9544 1.0519 0.9912 1.4919 1.4799 1.1070
C 2.3848 2.2189 0.2282 -0.4845 -0.5292 -0.0266
C 3.7156 1.8245 0.2063 -0.0534 -0.2029 0.0757
C 4.6861 2.6527 -0.3293 0.1544 0.0307 -0.0113
C 4.3364 3.8890 -0.8460 0.1059 -0.0117 -0.0385
C 3.0124 4.2921 -0.8269 0.0415 0.1544 -0.1027
C 2.0468 3.4586 -0.2979 -0.2375 -0.0663 0.0160
C 2.0156 0.0225 2.3271 -0.2612 -0.0078 -0.3124
C 2.2278 0.3451 3.6595 -0.0210 0.2206 0.0683
C 3.0313 -0.4443 4.4684 0.1366 0.0645 0.1020
C 3.6220 -1.5876 3.9600 0.0472 -0.0676 0.1205
C 3.3944 -1.9445 2.6402 0.1456 -0.1139 -0.0740
C 2.6035 -1.1413 1.8408 0.1089 0.0274 -0.1935
H -2.1737 5.2209 3.6793 -0.0202 0.1002 0.0580
H -3.1466 3.8276 1.8909 -0.0590 0.0680 0.0024
H -1.7732 2.0928 0.7934 -0.0158 0.2869 0.2203
H 1.5509 3.1638 3.2369 0.0755 0.1054 0.0826
H 0.1943 4.9093 4.3278 0.0212 0.0526 0.0989
H 3.9922 0.8636 0.6251 0.0939 0.0183 -0.0189
H 5.7182 2.3351 -0.3337 0.1089 -0.0126 -0.0149
H 5.0951 4.5343 -1.2609 0.0783 0.0870 -0.0364
H 2.7335 5.2569 -1.2203 -0.0221 0.1468 -0.0649
H 1.0121 3.7796 -0.2716 -0.0605 0.1207 -0.0201
H 1.7627 1.2231 4.0857 -0.0223 0.0567 0.0592
H 3.2008 -0.1624 5.4994 -0.0134 0.0140 0.0425
H 4.2498 -2.2013 4.5917 0.0367 -0.0288 0.0119
H 3.8387 -2.8413 2.2312 0.0511 -0.0572 -0.0024
H 2.4380 -1.4160 0.8022 0.0542 -0.1108 0.0658
```
Forces are in eV/Å.


Formula: C52H52F8N4O8
Source: the Open Molecules 2025 dataset
Level of theory: wB97M-V/def2-TZVPD

Summary:
- relative energy (zero: lowest compared OMol25 entry of this formula, charge and spin) (kcal/mol) = 5.4
- HOMO-LUMO gap (eV) = 9.208
- SMILES = C[N+](=O)[O-].C[N+](=O)[O-].C[N+](=O)[O-].C[N+](=O)[O-].Fc1ccccc1.Fc1ccccc1.Fc1ccccc1.Fc1ccccc1.Fc1ccccc1.Fc1ccccc1.Fc1ccccc1.Fc1ccccc1

The geometry in XYZ format:
```
124
Properties=species:S:1:pos:R:3:forces:R:3
C 4.6014 -3.7115 3.2464 -0.5633 -0.7507 -0.1701
N 3.9494 -2.3894 3.5226 0.2243 0.1197 -0.5313
O 3.5598 -2.1429 4.6334 -0.1502 -0.2685 0.5120
O 3.8971 -1.5949 2.5984 0.1575 -0.3060 -0.1004
H 4.4331 -4.3747 4.1043 0.3236 0.5177 -0.1010
H 5.6535 -3.5052 3.0282 -0.2831 -0.1076 0.1315
H 4.1054 -4.2037 2.3866 0.3130 0.7126 0.3061
C 2.5147 5.6928 3.3722 0.1434 -1.2806 0.3147
N 1.5536 5.0970 2.3872 0.1958 0.0642 0.6147
O 0.6411 5.7657 1.9628 -0.0457 0.0542 0.1314
O 1.7951 3.9541 2.0670 -0.1102 -0.4926 -0.3570
H 2.8457 4.8909 4.0735 -0.2569 0.4884 -0.7814
H 2.0312 6.4639 3.9246 -0.3072 0.7288 0.0579
H 3.3334 6.0250 2.7525 0.2845 0.3020 0.0874
C 1.2983 3.7199 -1.0983 -0.5785 0.3131 1.7697
N 1.0320 5.1614 -1.3871 0.3508 -2.1965 -1.6852
O 1.6343 5.9722 -0.7762 0.8475 1.8729 1.2410
O 0.2579 5.3543 -2.3031 -0.4209 0.4396 0.0682
H 1.1829 3.1722 -2.0001 0.2408 -0.4403 -0.6611
H 0.4693 3.5018 -0.4369 -0.3427 -0.4685 0.0743
H 2.1719 3.5376 -0.4532 -0.0681 0.4087 -0.8270
C 0.0814 -3.4667 1.1598 -0.0006 -0.6261 -0.8000
N 0.6771 -4.6583 1.8576 -0.8034 0.0148 -0.6906
O 1.5762 -4.3660 2.6070 0.6032 -0.4164 0.6935
O 0.2734 -5.7877 1.6141 0.3393 0.9680 0.2495
H 0.9326 -3.0205 0.6435 -0.1475 0.1714 0.0740
H -0.3245 -2.7796 1.8983 0.0137 -0.1730 0.0080
H -0.6499 -3.8238 0.4278 0.0644 0.1299 0.3687
F 2.4882 -4.0238 -2.5023 0.6927 0.5047 0.0170
C 3.4794 -4.5008 -1.7072 -1.1995 -1.3500 0.7583
C 4.6662 -3.8620 -1.4846 -0.2757 1.6090 -0.5115
C 5.5984 -4.3714 -0.6100 1.1023 -0.2601 0.1997
C 5.3498 -5.6236 -0.0707 0.6827 -1.1745 1.1219
C 4.1326 -6.2846 -0.2622 -0.0942 1.2380 -0.4018
C 3.1455 -5.6769 -1.0462 0.1189 -0.5763 -0.2664
H 4.7972 -2.8893 -1.9331 0.1894 0.1178 -0.1730
H 6.5429 -3.8073 -0.3953 -1.0463 -0.6913 -0.2779
H 6.0918 -6.1810 0.5610 -0.5964 0.9503 -0.6330
H 3.9848 -7.2090 0.2522 -0.2996 -0.4601 0.0475
H 2.1470 -6.0992 -1.2518 0.6898 0.0856 0.3243
F -5.5190 3.0502 2.7721 -0.1337 0.1448 -0.0502
C -4.6601 3.1065 1.7241 -1.7326 -1.0460 1.0947
C -4.9505 2.3590 0.6202 -0.1941 -0.1688 -0.4915
C -4.0286 2.4181 -0.4038 -0.3057 -0.2411 -1.5534
C -2.8451 3.1323 -0.3182 0.8384 -1.1021 -0.1976
C -2.5408 3.7035 0.8960 0.1206 0.6773 -0.9403
C -3.5152 3.7651 1.8847 3.1836 1.1724 0.6131
H -5.8507 1.7526 0.6245 0.1072 0.1305 -0.3137
H -4.2052 1.9492 -1.3660 -0.2789 -0.3915 0.1874
H -2.0718 3.0045 -1.1169 -0.9041 0.4512 0.6579
H -1.5598 4.1543 0.9667 -0.0521 0.2363 0.6131
H -3.1910 4.2332 2.8014 -0.5921 0.0826 0.2985
F -5.0998 -2.8049 4.3910 -0.7609 -0.0673 -0.0496
C -3.8922 -2.3200 4.1129 1.0713 -1.3344 0.4914
C -2.7935 -3.0512 4.5975 -0.3280 0.4920 -0.2980
C -1.5479 -2.5201 4.4193 2.0875 0.0240 0.7753
C -1.3377 -1.2873 3.7912 -0.2041 -0.0749 -0.4304
C -2.4508 -0.7444 3.1585 -0.0257 0.7720 -0.2533
C -3.7566 -1.2098 3.3177 0.3055 -1.0071 0.7838
H -2.7980 -3.9999 5.1109 -0.8387 -0.0312 0.0380
H -0.6981 -3.1082 4.8456 -0.6316 0.7482 -0.4303
H -0.3577 -0.7543 3.7286 -0.8838 -0.8741 -0.0205
H -2.2915 0.0830 2.5012 -0.0006 0.6805 -0.1888
H -4.7008 -0.8580 2.9369 0.2657 0.7284 -0.4678
F -5.9545 -0.3979 -4.1926 -1.3645 0.6239 -1.5567
C -5.2971 -0.7912 -3.1258 -1.1013 0.1572 -0.4009
C -6.0015 -1.0069 -1.9791 -1.7841 0.0907 0.6896
C -5.3100 -1.3468 -0.8653 1.5946 0.0353 0.9617
C -3.9241 -1.4984 -0.9701 0.4388 -0.1951 1.0721
C -3.2702 -1.3731 -2.1778 0.2376 -0.2143 0.4683
C -3.9833 -0.9626 -3.2962 2.3963 -0.4539 -0.3197
H -7.0904 -0.8997 -1.8845 0.5308 0.1313 -0.5651
H -5.7822 -1.4132 0.1005 -0.1933 -0.2008 0.0947
H -3.2816 -1.6790 -0.0881 -0.6964 -0.1306 -0.4023
H -2.2203 -1.6366 -2.1337 0.0394 0.3662 -0.6298
H -3.5548 -0.7755 -4.2921 -0.1023 -0.1712 0.6417
F -3.1155 0.4837 -7.4062 -0.2549 0.3949 0.1077
C -3.2461 1.4146 -6.4089 0.7747 -1.5161 -0.5617
C -2.2065 1.4639 -5.5169 0.1733 0.5569 0.3623
C -2.2374 2.3404 -4.4716 -1.5807 1.2841 0.3225
C -3.3848 3.1611 -4.3438 0.7803 -0.0345 0.5647
C -4.4186 3.0603 -5.2418 -1.2851 0.3219 -0.2872
C -4.3685 2.1515 -6.2956 -0.8752 0.4125 -0.5027
H -1.3541 0.8750 -5.6424 1.0760 -1.0490 -0.3759
H -1.4401 2.4429 -3.7559 0.2036 -0.1578 0.0023
H -3.4463 3.8792 -3.5304 0.0221 -0.0968 -0.0944
H -5.3410 3.6672 -5.1637 0.7932 -0.2772 0.1833
H -5.1620 2.0258 -7.0367 0.1804 0.1616 0.3843
F 1.9566 3.8333 8.0865 -0.1884 0.3648 0.3883
C 2.4847 3.1689 7.0542 1.7670 0.0305 0.6280
C 3.8648 3.0072 6.9826 -0.6235 -0.8156 -0.4515
C 4.3490 2.2748 5.8808 -1.0266 1.4477 0.9951
C 3.4910 1.8128 4.9052 -0.7133 -0.4120 -0.3960
C 2.1039 1.9319 5.0386 -0.0479 -0.1286 -0.6937
C 1.6497 2.6441 6.1301 -1.4824 -0.2019 -0.9462
H 4.5064 3.3519 7.7824 0.0111 0.1257 -0.1276
H 5.3976 2.2327 5.8080 1.1231 -0.4585 -0.3950
H 3.8665 1.3714 4.0103 0.3846 -0.4700 -0.3559
H 1.3560 1.5207 4.2826 1.3432 0.6510 1.0866
H 0.6079 2.8682 6.2215 -0.5684 -0.0934 0.2149
F -0.9501 0.5723 -2.0530 0.3841 -0.5037 0.3053
C -0.0075 0.2048 -1.1182 -1.4272 1.1608 0.1176
C 1.0927 -0.4922 -1.5622 -0.3780 0.4951 -0.1742
C 2.1523 -0.6109 -0.7201 0.0816 0.9332 1.9676
C 2.0499 -0.1054 0.6133 0.0362 -0.5020 -1.9641
C 0.9069 0.5299 1.0397 -1.3404 0.6176 0.7676
C -0.1974 0.7225 0.1557 1.5391 -0.8264 -0.0916
H 1.1332 -0.7641 -2.5844 0.0652 -0.3542 -0.8908
H 3.1197 -0.9132 -1.0648 0.2297 -0.5951 -0.1408
H 2.9382 -0.2135 1.1771 0.3453 0.1348 0.9205
H 0.8302 0.9368 2.0803 0.1809 -0.3858 -1.0898
H -1.1057 1.2769 0.3741 0.2457 -0.1061 0.1686
F 0.3331 -3.3211 -4.4439 -0.5117 -1.1717 0.2946
C 0.8625 -2.3653 -5.2099 -2.1312 -0.1927 0.6320
C 0.0062 -1.6714 -6.0250 1.0397 1.8219 -1.4678
C 0.6242 -0.5940 -6.7149 -0.5429 -1.0094 -0.1427
C 1.9641 -0.2780 -6.5052 -0.8000 1.0066 -0.9304
C 2.7075 -0.9878 -5.6035 0.9859 -0.5813 0.2219
C 2.1568 -2.0909 -4.9742 1.3998 0.1652 -0.1420
H -1.0308 -1.9068 -6.2301 0.1234 -0.2255 0.3445
H 0.0736 -0.0834 -7.5069 0.0294 0.0270 0.3978
H 2.3860 0.5270 -7.1216 -0.0138 -0.3293 0.5327
H 3.7479 -0.7469 -5.4422 0.1073 0.0383 -0.0133
H 2.6746 -2.8361 -4.3827 0.2696 0.5299 0.2003
```
Forces are in eV/Å.